15
Properties=species:S:1:pos:R:3 method="wB97M-V/def2-TZVPD" spin_multiplicity=1 smiles="CC[C@@H](O)C(=O)O" total_charge=0
C -0.773 -0.327 -1.553
C 0.636 -0.189 -0.973
C 0.772 -0.153 0.564
O 2.034 0.331 0.927
C -0.297 0.723 1.213
O -0.049 1.822 1.641
O -1.536 0.212 1.284
H -1.433 0.485 -1.232
H -1.252 -1.281 -1.294
H -0.725 -0.289 -2.645
H 1.270 -1.009 -1.329
H 1.091 0.737 -1.338
H 0.666 -1.170 0.973
H 1.885 1.242 1.237
H -1.552 -0.658 0.859

40
Properties=species:S:1:pos:R:3 method="wB97M-V/def2-TZVPD" spin_multiplicity=1 smiles="COC(=O)N/N=C/c1cn(Cc2ccc(F)cc2)c2ccccc12" total_charge=0
C 3.747 3.728 -5.662
O 2.728 2.904 -5.349
C 2.842 2.529 -4.037
O 3.551 3.150 -3.159
N 1.805 1.437 -3.929
N 1.566 0.961 -2.716
C 0.803 -0.011 -2.457
C 0.510 -0.747 -1.340
C 0.936 -0.169 -0.169
N 0.399 -0.694 1.057
C 0.895 -0.786 2.407
C -0.752 -0.327 2.986
C -1.446 0.608 2.624
C -2.508 1.220 3.318
C -2.856 0.405 4.449
F -3.897 0.891 5.171
C -1.786 -0.334 5.097
C -0.743 -0.752 4.492
C -0.376 -1.920 0.476
C -1.253 -2.728 1.062
C -1.781 -3.601 0.324
C -1.889 -3.349 -0.953
C -1.089 -2.475 -1.679
C -0.515 -1.769 -0.909
H 4.644 3.531 -5.284
H 3.535 3.733 -6.737
H 3.320 4.723 -5.222
H 1.591 0.867 -4.792
H 0.363 -0.556 -3.402
H 1.908 0.540 0.269
H 1.481 -0.144 2.481
H 0.939 -1.587 2.799
H -1.154 1.104 1.584
H -3.208 1.886 2.817
H -2.240 -0.652 6.024
H -0.185 -1.544 4.825
H -1.117 -3.015 2.158
H -2.366 -4.474 0.704
H -2.620 -4.078 -1.727
H -1.101 -2.481 -2.774

5
Properties=species:S:1:pos:R:3 method="wB97M-V/def2-TZVPD" spin_multiplicity=1 smiles=BrC1(Br)OO1 total_charge=0
Br -1.829 -1.749 -0.033
C -0.445 0.075 -0.193
Br -1.341 1.557 -0.874
O 0.356 0.147 0.868
O 0.822 -0.211 -0.434

21
Properties=species:S:1:pos:R:3 method="wB97M-V/def2-TZVPD" spin_multiplicity=1 smiles=CC(C)C[C@@H](C)O total_charge=0
C -1.430 -1.261 -0.745
C -1.214 -0.427 0.517
C -2.191 0.780 0.503
C 0.243 0.065 0.746
C 1.272 0.128 -0.389
C 2.567 0.780 0.109
O 1.563 -1.166 -0.908
H -2.497 -1.488 -0.850
H -0.862 -2.195 -0.743
H -1.116 -0.692 -1.628
H -1.481 -1.044 1.386
H -3.223 0.448 0.673
H -2.174 1.305 -0.464
H -1.971 1.537 1.271
H 0.709 -0.412 1.619
H 0.073 1.103 1.027
H 0.845 0.752 -1.191
H 3.057 0.130 0.845
H 2.373 1.752 0.577
H 3.273 0.943 -0.715
H 2.184 -1.037 -1.640

18
Properties=species:S:1:pos:R:3 method="wB97M-V/def2-TZVPD" spin_multiplicity=1 total_charge=0
Na -11.342 -10.054 14.369
C -12.016 -3.827 14.412
F -12.712 -2.660 14.130
F -10.748 -3.721 14.002
F -11.953 -4.118 15.723
S -12.896 -5.291 13.501
O -11.819 -6.029 12.823
O -13.654 -6.067 14.544
O -13.718 -4.673 12.454
O -7.370 -10.715 13.271
H -6.894 -9.974 12.895
H -6.693 -11.368 13.451
O -9.027 -7.674 16.623
H -8.097 -7.895 16.589
H -9.080 -6.956 17.254
O -11.387 -14.001 13.380
H -10.698 -14.631 13.591
H -12.198 -14.436 13.641

15
Properties=species:S:1:pos:R:3 method="wB97M-V/def2-TZVPD" spin_multiplicity=1 total_charge=0
H -1.136 -2.665 -1.696
N -0.664 -2.070 -1.017
C -1.178 -0.896 -0.993
N -2.319 -0.463 -1.642
C -0.632 0.047 -0.024
C 0.529 -0.254 0.504
C 1.664 -0.126 1.109
C 1.826 1.372 1.344
H -2.345 0.522 -1.861
H -2.635 -1.060 -2.390
H -1.242 0.842 0.405
H 2.063 -0.868 1.793
H 2.000 1.970 0.450
H 0.893 1.742 1.804
H 2.613 1.493 2.074

The records above give, respectively, Kohn-Sham gap values of 11.224; 7.788; 9.351; 11.116; 5.595; 8.769 eV.
The records above give, respectively, HOMO energy values of -10.6; -7.4; -10.7; -10.2; -7.8; -8.2 eV.
The records above give, respectively, max |F| values of 0.0099; 0.3366; 0.0622; 0.0121; 0.0550; 0.0156 Eh/bohr.